21
Properties=species:S:1:pos:R:3 method="wB97M-V/def2-TZVPD" lumo_energy_ev=0.71 orbital_gap_ev=8.75 charge=0 total_energy_ha=-308.27693 e_homo_ev=-8.043 relative_energy_kj_mol=383.7 spin_multiplicity=1
C 4.0690 -0.4696 1.0342
N 0.7190 -0.2079 -0.6592
C -0.4186 -0.7091 -0.1920
C -1.5553 0.0682 0.4285
C -1.3933 1.5879 0.3351
N -1.6421 1.9909 -1.0424
C -0.5873 -2.2257 -0.2171
H 4.1381 -1.2698 0.3059
H 3.1131 -0.5477 1.5579
H 4.8523 -0.5574 1.7823
H 4.0462 0.5011 0.5467
H 0.7311 -0.6178 0.4868
H -1.8868 -0.2998 1.4003
H -2.4243 -0.1780 -0.1965
H -0.4407 1.9527 0.7221
H -2.1696 1.9602 1.0106
H -0.9043 1.5650 -1.6087
H -1.7114 2.9850 -1.1787
H -1.5644 -2.5064 -0.6292
H 0.1748 -2.6322 -0.8727
H -0.5746 -2.6669 0.7808